Record 1
This record from OMol25 describes a 4-piece molecular cluster, C24H60N4 overall. The level of theory is ωB97M-V/def2-TZVPD.

Cartesian coordinates (Å):
C1 -3.1575 2.7593 3.4917
C2 -3.0566 1.8262 2.2947
N1 -1.7129 1.8678 1.7177
C3 -1.7146 1.5045 0.3038
C4 -2.3317 2.5488 -0.6020
C5 -0.8197 0.9502 2.4406
C6 0.6109 1.4189 2.4697
H1 -4.1909 2.9150 3.8052
H2 -2.7638 3.7345 3.1988
H3 -2.5725 2.4034 4.3404
H4 -3.3374 0.8060 2.5959
H5 -3.7564 2.1843 1.5446
H6 -0.6874 1.3328 -0.0215
H7 -2.2547 0.5485 0.1571
H8 -1.7387 3.4690 -0.6253
H9 -2.3619 2.2087 -1.6423
H10 -3.3538 2.8389 -0.3620
H11 -0.8638 -0.0482 1.9782
H12 -1.1721 0.8507 3.4682
H13 1.0689 1.5117 1.4832
H14 1.1733 0.6474 3.0107
H15 0.7536 2.3593 2.9998
C7 -6.1354 0.5284 -2.8862
C8 -5.8267 -0.9408 -2.6278
N2 -4.4006 -1.2068 -2.4314
C9 -4.2362 -2.3445 -1.5102
C10 -4.3815 -1.9546 -0.0632
C11 -3.7665 -1.4888 -3.7219
C12 -2.2395 -1.4569 -3.6589
H16 -5.8867 1.1445 -2.0216
H17 -7.2184 0.6263 -3.0186
H18 -5.6266 0.9498 -3.7528
H19 -6.3245 -1.1923 -1.6872
H20 -6.2478 -1.5999 -3.4017
H21 -4.9236 -3.1391 -1.8509
H22 -3.2450 -2.7746 -1.6506
H23 -3.7815 -1.0761 0.1703
H24 -5.4102 -1.7755 0.2516
H25 -3.9846 -2.7543 0.5728
H26 -4.0708 -0.6998 -4.4131
H27 -4.1564 -2.4476 -4.1123
H28 -1.8139 -1.8697 -4.5761
H29 -1.8105 -2.0139 -2.8281
H30 -1.9234 -0.4163 -3.5760
C13 -1.0969 -5.0098 -0.4717
C14 -0.2523 -3.9193 0.1951
N3 0.4015 -3.0706 -0.7839
C15 0.7723 -1.7713 -0.2485
C16 1.9589 -1.7173 0.7254
C17 1.4720 -3.7569 -1.4827
C18 1.9581 -3.0166 -2.7195
H31 -0.5052 -5.8795 -0.7587
H32 -1.5987 -4.5506 -1.3204
H33 -1.7921 -5.4125 0.2692
H34 -0.8996 -3.3110 0.8279
H35 0.4803 -4.4106 0.8644
H36 1.0013 -1.1106 -1.0933
H37 -0.1298 -1.3144 0.1656
H38 1.8484 -0.8523 1.3775
H39 1.9917 -2.5743 1.4051
H40 2.9046 -1.6959 0.1859
H41 1.0738 -4.7155 -1.8241
H42 2.3187 -3.9984 -0.8159
H43 1.1655 -2.8954 -3.4588
H44 2.7785 -3.5719 -3.1763
H45 2.3220 -2.0111 -2.4954
C19 6.3653 1.9473 -0.5889
C20 6.6417 2.0646 0.9311
N4 5.6403 2.7517 1.7010
C21 4.3819 2.0429 1.8576
C22 4.5572 0.6498 2.4134
C23 5.4860 4.1493 1.2759
C24 4.6963 4.9867 2.2518
H46 5.2985 1.8228 -0.7866
H47 6.8559 1.0597 -0.9932
H48 6.7398 2.8134 -1.1309
H49 6.8201 1.0705 1.3356
H50 7.5839 2.6117 1.0407
H51 3.8182 1.9792 0.9050
H52 3.7432 2.5880 2.5510
H53 5.2165 0.6596 3.2810
H54 5.0108 -0.0152 1.6741
H55 3.5882 0.2136 2.6512
H56 6.5040 4.5444 1.2626
H57 5.0405 4.1921 0.2713
H58 4.5857 5.9935 1.8360
H59 3.6828 4.6344 2.4363
H60 5.2201 5.0709 3.2033

Output
Energy relative to the best compared isomer or geometry (same formula, charge and spin): 0.0 kcal/mol
Net charge: 0
Calculated total energy: -31820.5763 eV
SMILES: CCN(CC)CC.CCN(CC)CC.CCN(CC)CC.CCN(CC)CC
LUMO energy: 0.8 eV
HOMO: -8.179 eV

Record 2
This record from OMol25 describes a 2-piece molecular cluster, BrClFNO overall in a non-equilibrium geometry. The level of theory is ωB97M-V/def2-TZVPD.

Cartesian coordinates (Å):
N1 0.7918 0.6932 0.3467
O1 -0.8680 -0.9186 -0.0058
F1 0.4644 1.2868 -0.7913
Cl1 -2.4796 -0.6765 0.1756
Br1 2.0913 -0.3849 0.2747

Output
2S+1: 3
Energy relative to the best compared isomer or geometry (same formula, charge and spin): 40.2 kcal/mol
Net charge: 0
Calculated total energy: -88812.0427 eV
LUMO energy (spin up / spin down): 0.2 / -2.6 eV
HOMO (spin up / spin down): -9.471 / -10.512 eV

Record 3
This record from OMol25 describes one molecule with the formula CH4NOPS in a non-equilibrium geometry. The level of theory is ωB97M-V/def2-TZVPD.

Cartesian coordinates (Å):
C1 0.9750 0.9970 -0.0690
N1 -1.0379 -0.1660 -0.5574
O1 0.5248 -2.2282 -0.0518
P1 0.3971 -0.8041 0.3167
S1 -2.3982 -0.1303 0.2574
H1 1.0288 1.5417 0.8961
H2 1.8089 1.3001 -0.8952
H3 -1.0199 0.1673 -1.4803
H4 -0.2786 -0.6774 1.5835

Output
Energy relative to the best compared isomer or geometry (same formula, charge and spin): 72.2 kcal/mol
Net charge: 0
Calculated total energy: -24759.3633 eV
LUMO energy: -2.1 eV
HOMO: -8.238 eV

Record 4
This record from OMol25 describes one molecule with the formula C7H6F4N2O in a non-equilibrium geometry. The level of theory is ωB97M-V/def2-TZVPD.

Cartesian coordinates (Å):
C1 1.8441 -2.6985 0.5651
C2 1.4536 -1.6972 1.4045
C3 0.5471 -0.5598 1.1329
C4 -0.0673 -0.7523 -0.3817
F1 -1.1820 -1.5291 -0.4343
C5 0.8976 -0.8187 -1.5052
O1 1.8299 -1.2701 -2.2053
N1 0.1471 0.2320 -1.3398
N2 -0.3385 1.5269 -1.3334
C6 -1.3599 1.6027 -0.5997
C7 -1.9890 3.0603 -0.3182
F2 -3.2234 3.1762 -0.6680
F3 -1.7618 3.5028 0.9022
F4 -1.2872 3.9388 -1.1359
H1 2.3908 -3.5256 0.9068
H2 1.5945 -2.9035 -0.4018
H3 1.6455 -1.6455 2.4391
H4 -0.3258 -0.7200 1.7507
H5 0.9641 0.3363 1.4246
H6 -1.7793 0.7441 -0.2026

Output
Energy relative to the best compared isomer or geometry (same formula, charge and spin): 83.6 kcal/mol
Net charge: 0
Calculated total energy: -23248.8879 eV
SMILES: C=CC[C@]1(F)C(=O)N1/N=C/C(F)(F)F
LUMO energy: -0.3 eV
HOMO: -9.982 eV

Record 5
This record from OMol25 describes C11H19AsF6HgO13S2 as an isolated structure in a non-equilibrium geometry. The level of theory is ωB97M-V/def2-TZVPD.

Cartesian coordinates (Å):
Hg1 -16.7655 12.3809 -9.6283
O1 -20.0151 14.1911 -7.3640
C1 -19.7204 13.2967 -8.3847
O2 -18.6288 13.5344 -9.0149
O3 -20.4489 12.3254 -8.5243
H1 -19.5018 14.9589 -7.6517
O4 -16.7569 11.6297 -12.0772
C2 -17.7382 10.6439 -11.7985
O5 -17.9845 10.5378 -10.5745
O6 -18.0859 9.9186 -12.7381
H2 -16.4724 11.1713 -12.8859
O7 -15.7989 10.9654 -5.6207
C3 -16.9094 11.4839 -6.2759
O8 -16.7952 11.4338 -7.5518
O9 -17.8773 11.8794 -5.6570
H3 -15.4513 10.5308 -6.4187
As1 -14.5161 15.3385 -7.8030
F1 -12.9291 14.9064 -8.3979
F2 -15.1007 13.8059 -8.4242
F3 -16.1413 15.7394 -7.3648
F4 -13.9336 16.8732 -7.2415
F5 -14.8128 16.0937 -9.3668
F6 -14.2140 14.6364 -6.2696
C4 -16.1061 17.6793 -12.0128
C5 -17.4484 18.0093 -11.3715
C6 -17.8731 16.7432 -10.6446
S1 -17.4730 15.4027 -11.7808
O10 -18.5883 15.1797 -12.6679
O11 -16.8841 14.3416 -11.0293
C7 -16.2490 16.3556 -12.7489
H4 -15.3882 17.5088 -11.2027
H5 -15.6755 18.4831 -12.6108
H6 -18.2790 18.1139 -12.0825
H7 -17.3935 18.8787 -10.7205
H8 -18.9023 16.6916 -10.3007
H9 -17.2510 16.5668 -9.7605
H10 -16.6406 16.5162 -13.7564
H11 -15.3639 15.7501 -12.9419
C8 -11.4892 9.8863 -10.8529
C9 -11.0747 11.1757 -10.1086
C10 -12.1235 11.3255 -8.9952
S2 -13.6476 10.6370 -9.5605
O12 -14.5250 11.6741 -10.0437
O13 -14.1363 9.7414 -8.5521
C11 -13.0014 9.7093 -10.9754
H12 -11.1693 9.1260 -10.1270
H13 -10.9400 9.6416 -11.7608
H14 -11.1216 12.1258 -10.6469
H15 -10.0567 11.0074 -9.7667
H16 -12.2006 12.2995 -8.5159
H17 -11.7883 10.6578 -8.1944
H18 -13.4017 10.0597 -11.9237
H19 -13.3599 8.6962 -10.8085

Output
Energy relative to the best compared isomer or geometry (same formula, charge and spin): 0.0 kcal/mol
Net charge: -2
Calculated total energy: -141326.9902 eV
LUMO energy: 3.6 eV
HOMO: -2.658 eV

Record 6
This record from OMol25 describes C10H13NO3 as an isolated structure in a non-equilibrium geometry. The level of theory is ωB97M-V/def2-TZVPD.

Cartesian coordinates (Å):
C1 1.3309 0.6434 -1.7972
C2 0.1390 0.4499 1.2155
C3 0.9118 -0.6054 0.7661
C4 -0.6987 0.4200 0.0339
C5 0.1828 -0.7105 -0.5408
C6 1.9917 -1.4948 1.3096
C7 0.1346 3.2465 2.1801
C8 -1.0933 -2.6837 -3.2400
C9 -0.7220 2.1452 2.6802
C10 -1.1095 -1.5628 -2.2776
N1 1.8459 1.4155 -2.4978
O1 -1.7271 1.0144 -0.2584
O2 -0.0299 0.8901 2.4479
O3 -0.2059 -1.7710 -1.2073
H1 2.1756 -1.2087 2.3954
H2 2.9315 -1.4961 0.6252
H3 1.5397 -2.4384 1.3587
H4 1.0131 3.1732 2.7428
H5 0.2886 3.0657 1.1749
H6 -0.4385 4.1975 2.4096
H7 -1.4992 -3.6850 -3.0726
H8 -1.6942 -2.3280 -4.0640
H9 -0.1051 -2.9723 -3.4606
H10 -1.5951 2.1433 2.0990
H11 -0.8857 2.2897 3.7547
H12 -2.0819 -1.3336 -1.8736
H13 -0.5992 -0.8041 -2.9035

Output
Energy relative to the best compared isomer or geometry (same formula, charge and spin): 137.0 kcal/mol
Net charge: 0
Calculated total energy: -18208.1102 eV
LUMO energy: 0.0 eV
HOMO: -9.314 eV

Question: Which value of energy relative to the best compared isomer or geometry (same formula, charge and spin) does entry 3 give?
Answer: 72.2 kcal/mol

What did the third record say?
This record from OMol25 describes one molecule with the formula CH4NOPS in a non-equilibrium geometry. The level of theory is ωB97M-V/def2-TZVPD.

Cartesian coordinates (Å):
C1 0.9750 0.9970 -0.0690
N1 -1.0379 -0.1660 -0.5574
O1 0.5248 -2.2282 -0.0518
P1 0.3971 -0.8041 0.3167
S1 -2.3982 -0.1303 0.2574
H1 1.0288 1.5417 0.8961
H2 1.8089 1.3001 -0.8952
H3 -1.0199 0.1673 -1.4803
H4 -0.2786 -0.6774 1.5835

Output
Energy relative to the best compared isomer or geometry (same formula, charge and spin): 72.2 kcal/mol
Net charge: 0
Calculated total energy: -24759.3633 eV
LUMO energy: -2.1 eV
HOMO: -8.238 eV

Question: Among the records above, which one has the highest energy relative to the best compared isomer or geometry (same formula, charge and spin)?
Answer: C10H13NO3